DFT (ωB97M-V/def2-TZVPD) results for C46H61O3S2SeTi as an isolated structure at a distorted geometry.

The geometry in XYZ format:
```
114
Properties=species:S:1:pos:R:3:lowdin_charge:R:1
Ti -0.63827 0.06890 -1.87253 0.708
C 0.54573 -5.00620 4.43621 -0.071
C 1.39488 -3.87101 3.86460 -0.560
C 2.73263 -4.46032 3.39774 -0.050
C 1.65298 -2.85525 4.98686 -0.051
C 0.71259 -3.17221 2.69106 -0.175
C 1.34096 -2.10096 2.06127 -0.069
C 0.74996 -1.47461 0.98533 -0.383
Se 1.62366 0.01976 0.17072 1.236
C 0.67803 1.39053 1.11559 -0.378
C 1.23338 1.93749 2.25226 -0.069
C 0.56096 2.92780 2.96354 -0.175
C -0.69645 3.28139 2.50258 0.017
C -1.31440 2.73173 1.37397 -0.070
C -0.57374 1.80757 0.61660 -0.310
O -0.99577 1.34113 -0.54974 -0.314
C -2.74170 3.20467 1.05564 -0.525
C -3.46560 2.37801 -0.00859 -0.061
C -2.68571 4.66149 0.57413 -0.039
C -3.60508 3.11945 2.32715 -0.056
C 1.21005 3.55018 4.19732 -0.560
C 0.32102 4.61054 4.84653 -0.072
C 1.48815 2.45567 5.23739 -0.050
C 2.53400 4.21556 3.79529 -0.050
C -0.49154 -1.89137 0.45867 -0.312
O -0.94976 -1.32705 -0.64832 -0.316
C -1.18435 -2.91149 1.13587 -0.069
C -0.53658 -3.52887 2.21162 0.015
C -2.60092 -3.40877 0.80742 -0.526
C -2.51865 -4.85536 0.29901 -0.042
C -3.34837 -2.58343 -0.24010 -0.063
C -3.45572 -3.36530 2.08766 -0.054
H 1.07704 -5.47699 5.26593 0.081
H 0.34664 -5.77444 3.68703 0.085
H -0.41011 -4.64047 4.81574 0.085
H 3.24759 -4.94596 4.23073 0.080
H 3.38891 -3.68661 2.99877 0.077
H 2.57311 -5.20006 2.61144 0.089
H 2.13757 -3.34174 5.83729 0.080
H 0.71544 -2.41362 5.32877 0.089
H 2.29914 -2.04453 4.64956 0.074
H 2.30224 -1.73907 2.40540 0.100
H 2.20531 1.58373 2.57420 0.100
H -1.24556 4.03801 3.04391 0.088
H -3.01718 2.47175 -0.99217 0.011
H -4.49905 2.72988 -0.07246 0.086
H -3.48295 1.31633 0.24458 0.091
H -2.08284 4.73783 -0.33233 0.090
H -2.25195 5.32004 1.32945 0.076
H -3.69254 5.02013 0.34497 0.083
H -3.64877 2.08985 2.68715 0.091
H -4.62287 3.44158 2.09539 0.080
H -3.23852 3.74598 3.13915 0.066
H -0.62989 4.18904 5.17761 0.085
H 0.11184 5.43371 4.16085 0.086
H 0.82678 5.02410 5.72155 0.081
H 0.55943 1.97210 5.54501 0.089
H 1.96532 2.88382 6.12289 0.080
H 2.14796 1.68521 4.83833 0.074
H 2.36241 4.99340 3.04927 0.089
H 3.22773 3.49125 3.36776 0.077
H 3.01315 4.67033 4.66632 0.080
H -1.05678 -4.34258 2.69552 0.088
H -1.92632 -4.90214 -0.61637 0.091
H -3.52068 -5.23089 0.07593 0.082
H -2.06221 -5.52004 1.03471 0.074
H -2.88305 -2.62549 -1.21957 0.014
H -3.41882 -1.53247 0.04441 0.089
H -4.36335 -2.98132 -0.32874 0.086
H -3.07123 -4.00903 2.87828 0.067
H -4.47275 -3.69195 1.85818 0.080
H -3.50539 -2.34606 2.47541 0.091
S -1.94779 1.65401 -3.22223 0.693
C -2.15564 0.84376 -4.75968 -0.673
C -2.38266 1.56358 -5.93214 -0.134
C -2.57708 0.91187 -7.13900 -0.121
C -2.54512 -0.47771 -7.18834 -0.121
C -2.31913 -1.20342 -6.03011 -0.134
C -2.12406 -0.55865 -4.80950 -0.672
S -1.87882 -1.46474 -3.33171 0.693
H -2.39969 2.64572 -5.88364 0.094
H -2.74694 1.48714 -8.04121 0.088
H -2.68941 -0.99490 -8.12932 0.088
H -2.28623 -2.28593 -6.05829 0.094
C 1.51821 -2.33456 -4.65318 -0.057
C 2.33027 -2.34846 -3.35760 -0.361
C 1.55811 -2.96889 -2.19584 -0.047
C 2.93451 -0.98880 -3.06056 -0.142
C 4.31925 -0.92084 -2.93750 -0.050
C 4.98351 0.28269 -2.79020 -0.096
C 4.25106 1.45375 -2.84870 -0.049
C 2.86502 1.45260 -2.97437 -0.140
C 2.18566 2.79278 -3.18661 -0.361
C 1.41539 2.82481 -4.50753 -0.055
C 1.33202 3.27448 -2.01633 -0.049
C 2.19903 0.21115 -2.98015 -0.276
O 0.84564 0.17095 -2.90231 -0.268
H 1.20017 -3.34906 -4.90488 0.080
H 2.12016 -1.94812 -5.47854 0.084
H 0.62369 -1.72341 -4.55760 0.036
H 3.19584 -2.99787 -3.53624 0.120
H 0.61318 -2.46256 -2.02065 0.035
H 2.14403 -2.94874 -1.27365 0.082
H 1.31991 -4.01085 -2.42395 0.085
H 4.88243 -1.84702 -2.97132 0.106
H 6.06013 0.30968 -2.67945 0.093
H 4.76070 2.41034 -2.81435 0.106
H 3.01282 3.50596 -3.28401 0.119
H 0.54970 2.16708 -4.47752 0.041
H 2.05899 2.51972 -5.33554 0.084
H 1.05652 3.83765 -4.70619 0.079
H 0.41050 2.70480 -1.92983 0.028
H 1.04782 4.31842 -2.17130 0.084
H 1.87716 3.20926 -1.07159 0.083
```

- total charge = -1
- energy relative to the best compared isomer or geometry (same formula, charge and spin) (kJ/mol) = 0.00
- strongest force on any atom (eV/Å) = 1.09
- multiplicity = 1

***

DFT (ωB97M-V/def2-TZVPD) results for a 19-piece molecular cluster, C46H64N19O5P overall.

The geometry in XYZ format:
```
135
Properties=species:S:1:pos:R:3:lowdin_charge:R:1
C 2.89495 3.60114 -0.95119 -0.296
P 1.89756 4.99508 -0.33716 0.889
O 1.87701 5.85498 -1.76981 -0.340
C 0.20193 4.23534 -0.29461 -0.267
C -0.15194 3.09924 -1.03965 -0.066
C -1.43272 2.52241 -0.95632 0.012
C -2.42322 3.05556 -0.12160 -0.106
C -3.79823 2.44028 0.02887 -0.136
O -3.78037 1.01687 0.00239 -0.148
O -2.77207 0.60839 0.93310 -0.035
C -2.07516 4.20679 0.58326 -0.063
C -0.80417 4.78467 0.51052 -0.101
C -0.80357 5.97756 1.40618 -0.411
O 0.07582 6.74744 1.65777 0.092
N -2.11999 6.10375 1.91235 0.181
C -2.90965 5.01724 1.49553 -0.401
O -4.05584 4.85709 1.81971 0.098
H 2.75270 3.45097 -2.02247 0.038
H 2.54525 2.69992 -0.44264 -0.020
H 3.93864 3.78336 -0.71237 0.029
H 1.29984 6.61769 -1.64823 0.044
H 0.57217 2.62824 -1.68886 0.084
H -1.65373 1.62235 -1.51648 0.124
H -4.22237 2.77622 0.97300 0.114
H -4.44648 2.75214 -0.78644 0.102
H -3.29224 0.07348 1.54750 0.106
H -2.23095 6.33901 2.88932 0.155
C 0.43795 4.03450 4.88668 -0.090
C -0.57349 3.38814 4.06576 -0.259
N -1.38635 2.87654 3.43682 0.187
H -0.02462 4.68773 5.62562 0.082
H 1.03474 3.29128 5.41052 0.064
H 1.10727 4.63198 4.27096 0.066
C -6.55324 -0.80292 -1.72391 -0.097
C -6.44607 0.64512 -1.74261 -0.252
N -6.38788 1.79147 -1.77873 0.153
H -7.01408 -1.13966 -0.79726 0.084
H -7.16715 -1.14951 -2.55072 0.070
H -5.57195 -1.26079 -1.81100 0.059
C -7.91047 -5.28096 -2.04258 -0.074
C -6.82276 -4.36545 -2.34709 -0.258
N -5.96098 -3.64644 -2.58817 0.141
H -7.90444 -6.12372 -2.72952 0.061
H -7.81146 -5.67554 -1.03345 0.080
H -8.87224 -4.77696 -2.12460 0.086
C -4.96002 2.93744 -4.48025 -0.095
C -3.91801 3.91260 -4.72890 -0.289
N -3.11843 4.71149 -4.92224 0.128
H -4.88036 2.10157 -5.17145 0.065
H -4.91644 2.55517 -3.46301 0.032
H -5.93936 3.39078 -4.61896 0.081
C 0.35758 0.02787 2.25750 -0.069
C 0.85141 0.38992 0.94382 -0.244
N 1.30033 0.67905 -0.07207 0.159
H 0.60721 -1.00407 2.48610 0.029
H 0.80738 0.65910 3.02204 0.068
H -0.72177 0.15299 2.31451 0.061
C 2.21961 3.92457 8.82524 -0.060
C 2.76061 4.33954 7.53998 -0.268
N 3.18761 4.66683 6.52635 0.152
H 2.48606 2.88960 9.03135 0.086
H 2.61672 4.55083 9.62181 0.086
H 1.13429 4.01006 8.82546 0.084
C 2.29596 -4.17964 3.47453 -0.085
C 1.32329 -3.19531 3.92254 -0.265
N 0.57946 -2.39380 4.27360 0.132
H 2.56406 -3.99927 2.43547 0.043
H 3.20339 -4.10872 4.07019 0.081
H 1.88920 -5.18520 3.56982 0.081
C -10.02222 2.74253 -2.00686 -0.069
C -9.90235 1.31685 -1.74465 -0.284
N -9.80667 0.19719 -1.51190 0.130
H -11.05237 2.99886 -2.24703 0.082
H -9.71549 3.31551 -1.13273 0.062
H -9.38511 3.02440 -2.84307 0.078
C 4.73743 -0.53619 -0.06413 -0.080
C 4.53764 -1.65446 0.84213 -0.281
N 4.31756 -2.52002 1.56429 0.143
H 4.02908 -0.59332 -0.88929 0.080
H 4.56035 0.40532 0.45442 0.071
H 5.74988 -0.53591 -0.46016 0.049
C -5.41630 5.36967 -8.03040 -0.064
C -5.42200 3.93458 -7.79423 -0.276
N -5.42672 2.80597 -7.58670 0.144
H -4.86181 5.60149 -8.93775 0.085
H -6.43372 5.74118 -8.13854 0.082
H -4.93994 5.88158 -7.19524 0.075
C -5.38249 -8.77029 -3.38690 -0.066
C -6.42497 -8.66584 -2.37662 -0.281
N -7.24368 -8.58346 -1.57658 0.137
H -5.05181 -7.77931 -3.69410 0.083
H -4.52620 -9.31303 -2.99124 0.084
H -5.75469 -9.29946 -4.26211 0.084
C -7.39950 5.75742 2.23016 -0.070
C -8.54076 5.68693 1.32992 -0.277
N -9.43703 5.63230 0.61489 0.120
H -6.84764 6.68356 2.08271 0.084
H -7.72415 5.70982 3.26812 0.083
H -6.71468 4.93114 2.04507 0.068
C 8.13205 -4.33830 1.49272 -0.070
C 7.75814 -3.17034 0.71570 -0.266
N 7.46177 -2.26227 0.07956 0.148
H 9.14910 -4.25666 1.87123 0.068
H 7.46760 -4.46528 2.34560 0.089
H 8.07589 -5.24049 0.88556 0.049
C 7.82797 -5.38461 -2.28761 -0.059
C 8.12013 -6.56158 -1.48203 -0.274
N 8.34903 -7.47803 -0.83028 0.145
H 8.75208 -4.91111 -2.61393 0.089
H 7.24972 -5.66231 -3.16688 0.085
H 7.25637 -4.65862 -1.71049 0.066
C 0.93310 5.28602 -4.86507 -0.074
C 1.36497 5.65001 -6.20508 -0.286
N 1.70472 5.93720 -7.26396 0.113
H 1.27121 4.28232 -4.61160 0.080
H 1.33951 5.96984 -4.12431 0.055
H -0.15177 5.30398 -4.79804 0.064
C 4.42965 3.14202 3.45306 -0.050
C 3.16723 3.16447 2.73242 -0.237
N 2.18910 3.18384 2.13126 0.183
H 5.03718 3.99955 3.16800 0.091
H 4.25627 3.19355 4.52634 0.053
H 4.97992 2.23052 3.22393 0.081
C 9.92438 -8.79470 2.08661 -0.103
C 10.02203 -7.47512 2.69097 -0.269
N 10.09849 -6.43548 3.17248 0.128
H 9.85467 -8.71198 1.00276 0.052
H 10.79362 -9.39538 2.34032 0.064
H 9.04219 -9.32086 2.44015 0.065
C 11.50548 -12.78534 0.75568 -0.065
C 10.44355 -12.26178 1.60164 -0.267
N 9.60470 -11.84864 2.26654 0.146
H 12.13784 -11.97590 0.39490 0.083
H 12.12360 -13.48566 1.31424 0.084
H 11.08322 -13.30342 -0.10323 0.084
```

- total energy (a.u.) = -3548.96927
- total charge = 0
- strongest force on any atom (eV/Å) = 0.90
- multiplicity = 1

***

DFT (ωB97M-V/def2-TZVPD) results for C46H64N2O6PS4Sb2SiSn as an isolated structure at a distorted geometry.

The geometry in XYZ format:
```
127
Properties=species:S:1:pos:R:3:lowdin_charge:R:1
Sn -0.94483 -0.10704 -0.28144 1.137
S -3.01313 0.05755 4.81566 -0.219
Sb -4.05341 -0.04211 2.82455 0.674
S -2.95011 1.71610 1.47819 -0.120
S -3.97354 0.93830 -0.21237 -0.383
S -5.56358 2.04816 -0.61538 -0.142
C 0.89635 -2.79683 -3.95113 -0.053
C 1.62165 -2.74962 -2.60786 -0.363
C 0.82521 -3.49509 -1.53984 -0.074
C 1.96845 -1.29586 -2.21149 -0.271
C 3.22667 -0.82819 -2.97035 -0.090
O 2.79986 0.33727 -3.67693 -0.026
C 1.48528 0.53883 -3.38252 -0.310
N 0.95688 -0.28882 -2.57071 0.116
C 0.91727 1.69230 -4.11986 -0.110
C 1.63910 2.05612 -5.26980 -0.023
C 1.27081 3.12621 -6.05410 -0.074
C 0.16527 3.88193 -5.69555 -0.066
C -0.55940 3.53187 -4.57586 -0.085
C -0.21943 2.44152 -3.76961 -0.266
P -1.36304 2.10635 -2.33669 1.019
C -2.86850 1.92628 -3.36408 -0.384
C -3.13431 0.60831 -3.73705 -0.109
C -4.20723 0.31142 -4.55973 -0.073
C -5.02890 1.33189 -5.01848 -0.086
C -4.77752 2.63986 -4.63908 -0.084
C -3.70579 2.94069 -3.81093 -0.110
C -1.36444 3.78261 -1.60693 -0.371
C -0.12854 4.41616 -1.44718 -0.103
C -0.04133 5.64167 -0.80952 -0.091
C -1.18825 6.24091 -0.30541 -0.093
C -2.41293 5.60540 -0.43693 -0.070
C -2.50559 4.37632 -1.07699 -0.108
H 0.79535 -3.82956 -4.29014 0.084
H 1.42882 -2.23472 -4.72419 0.081
H -0.10048 -2.37046 -3.83959 0.059
H 2.59208 -3.25118 -2.70901 0.129
H -0.20718 -3.15064 -1.51889 0.013
H 1.25353 -3.35087 -0.54672 0.086
H 0.80942 -4.56517 -1.75568 0.081
H 2.11166 -1.25198 -1.12615 0.122
H 3.56255 -1.56788 -3.70009 0.121
H 4.06080 -0.56372 -2.32195 0.115
H 2.49975 1.46900 -5.55078 0.113
H 1.84277 3.37272 -6.93926 0.103
H -0.12764 4.74217 -6.28435 0.105
H -1.41245 4.13367 -4.29797 0.099
H -2.50309 -0.18373 -3.34764 0.069
H -4.40610 -0.71767 -4.83459 0.099
H -5.87655 1.10438 -5.65294 0.099
H -5.43642 3.43369 -4.96878 0.102
H -3.54508 3.96695 -3.50924 0.097
H 0.76739 3.93939 -1.83083 0.103
H 0.92047 6.12783 -0.70049 0.098
H -1.12300 7.19390 0.20544 0.098
H -3.30777 6.05955 -0.03002 0.108
H -3.47012 3.88040 -1.14545 0.045
C -4.50933 -2.59513 -1.27207 -0.163
Si -2.71915 -2.88217 -1.80183 0.268
C -2.68740 -3.22458 -3.67597 -0.160
C -2.06770 -4.45049 -0.94725 -0.161
O -1.79632 -1.60855 -1.46858 -0.561
H -5.11555 -3.50343 -1.32832 0.026
H -4.98545 -1.82846 -1.88792 0.026
H -4.53236 -2.22947 -0.24131 0.003
H -3.63709 -3.65446 -4.00735 0.026
H -1.89840 -3.93411 -3.93742 0.014
H -2.51468 -2.31376 -4.25428 0.010
H -2.84420 -5.21280 -0.84224 0.031
H -1.69076 -4.21683 0.05216 0.027
H -1.24329 -4.89639 -1.50923 0.006
O -0.45005 -1.84911 1.77446 -0.072
C -1.65467 -1.97850 2.01530 -0.663
O -2.55329 -1.26397 1.42488 -0.432
C -2.14879 -3.03384 2.95305 -0.152
C -3.25943 -3.78607 2.57457 -0.006
C -3.71956 -4.80514 3.38478 0.023
C -3.08340 -5.04301 4.59717 -0.146
C -2.00251 -4.26969 5.00334 0.020
C -1.52894 -3.27460 4.17300 -0.009
N -3.55072 -6.11971 5.44764 -0.359
O -4.48031 -6.80054 5.05619 0.067
O -2.99509 -6.29462 6.51548 0.068
H -3.74243 -3.57876 1.62867 0.111
H -4.56490 -5.41330 3.09991 0.120
H -1.55320 -4.45952 5.96676 0.120
H -0.68785 -2.66445 4.47231 0.115
C 2.37956 -1.99383 3.77519 -0.143
C 3.51689 -1.10993 3.26947 -0.700
C 4.46380 -0.80292 4.42413 -0.113
C 4.28517 -1.84732 2.17507 -0.143
Sb 2.52398 0.63645 2.23055 1.579
C 4.30719 1.86885 1.57462 -0.711
C 5.54013 1.76313 2.46255 -0.127
C 3.89493 3.33316 1.45327 -0.140
C 4.62374 1.34755 0.17418 -0.166
C 1.59340 1.85629 3.86468 -0.710
C 0.37738 1.04590 4.29510 -0.173
C 2.51405 2.14283 5.04289 -0.111
C 1.09582 3.16577 3.25635 -0.133
H 2.77916 -2.95845 4.11393 0.086
H 1.63318 -2.18587 3.00329 0.050
H 1.87732 -1.53104 4.62595 0.059
H 4.88047 -1.74735 4.79806 0.084
H 3.94700 -0.32491 5.25457 0.056
H 5.29729 -0.17037 4.12413 0.048
H 4.70541 -2.77561 2.57991 0.083
H 5.11419 -1.24731 1.79116 0.053
H 3.63212 -2.10981 1.34046 0.064
H 5.31472 2.03431 3.49522 0.064
H 6.32018 2.44640 2.10073 0.083
H 5.95314 0.75353 2.44573 0.056
H 3.85162 3.81658 2.42977 0.064
H 2.92475 3.44258 0.96166 0.067
H 4.63571 3.87454 0.85107 0.082
H 4.87243 0.28269 0.17899 0.053
H 5.47435 1.89438 -0.25222 0.083
H 3.76190 1.49753 -0.48077 0.062
H 0.65198 0.10900 4.78080 0.056
H -0.25948 0.80874 3.43993 0.043
H -0.23686 1.61561 4.99828 0.070
H 2.77057 1.23251 5.58312 0.054
H 2.00809 2.81164 5.75038 0.085
H 3.43806 2.63238 4.72548 0.062
H 0.53148 2.99438 2.33536 0.071
H 1.90905 3.85925 3.04891 0.048
H 0.41522 3.64764 3.96693 0.088
```

- total energy (a.u.) = -5270.74500
- total charge = -1
- strongest force on any atom (eV/Å) = 1.48
- multiplicity = 1